# 1
This record from the OMol25 dataset describes one molecule with the formula C4H4O2S at a distorted geometry. The level of theory is ωB97M-V/def2-TZVPD.

```
11
Properties=species:S:1:pos:R:3
C -1.539 0.468 0.683
C 0.473 0.114 0.191
C -1.075 0.316 -1.586
C 1.462 -0.641 0.864
O -1.861 0.688 -0.530
O 0.191 0.073 -1.080
S -1.443 0.433 -3.157
H -1.664 1.331 1.507
H 2.475 -0.137 1.043
H 1.917 -1.529 0.263
H 1.065 -1.115 1.804
```

Gap between HOMO and LUMO (alpha / beta) in eV: 7.08 / 7.71
Relative energy (zero: lowest compared OMol25 entry of this formula, charge and spin) in eV: 6.576
E_LUMO (alpha / beta) in eV: -0.50 / -0.41
Electronic energy in hartree: -703.2503
Multiplicity: 1



# 2
This record from the OMol25 dataset describes C4H4O2S2 as an isolated structure at a distorted geometry. The level of theory is ωB97M-V/def2-TZVPD.

```
12
Properties=species:S:1:pos:R:3
C 1.409 0.154 -0.344
C 0.211 1.003 -0.657
C -0.166 1.947 0.508
C -1.057 0.396 -0.221
H 2.611 -1.236 0.863
H 0.270 1.363 -1.713
H 0.515 2.237 1.350
H -0.585 2.931 0.068
O 2.443 0.400 -0.811
O -1.324 1.006 0.957
S 1.098 -1.345 0.637
S -1.982 -1.001 -0.478
```

Gap between HOMO and LUMO in eV: 8.63
Relative energy (zero: lowest compared OMol25 entry of this formula, charge and spin) in eV: 2.301
E_LUMO in eV: -0.39
Electronic energy in hartree: -1101.5767
Multiplicity: 1



# 3
This record from the OMol25 dataset describes one molecule with the formula C4H4O2S2 at a distorted geometry. The level of theory is ωB97M-V/def2-TZVPD.

```
12
Properties=species:S:1:pos:R:3
O 2.796 0.210 -0.075
C 1.466 0.008 -0.095
C 0.674 -1.068 -0.091
C -0.639 -0.565 -0.093
S -2.103 -1.564 -0.071
C -0.575 0.781 -0.070
S -1.760 2.046 -0.161
O 0.777 1.155 -0.088
H 3.198 -0.677 -0.112
H 0.946 -2.128 -0.024
H -2.974 -0.556 -0.214
H -1.806 2.357 1.095
```

Gap between HOMO and LUMO in eV: 8.79
Relative energy (zero: lowest compared OMol25 entry of this formula, charge and spin) in eV: 0.442
E_LUMO in eV: 0.52
Electronic energy in hartree: -1101.6450
Multiplicity: 1



# 4
This record from the OMol25 dataset describes one molecule with the formula C4H4O2S2 at a distorted geometry. The level of theory is ωB97M-V/def2-TZVPD.

```
12
Properties=species:S:1:pos:R:3
O 0.759 2.156 0.567
C 0.843 0.983 0.777
C 0.196 -0.099 -0.094
S 1.481 -1.275 -0.625
C -0.693 0.478 -1.199
S -2.232 -0.115 -0.373
C -0.949 -0.780 0.664
O -0.948 -1.507 1.605
H 1.418 0.581 1.653
H 1.319 -2.074 0.469
H -0.636 1.597 -1.268
H -0.559 0.056 -2.176
```

Gap between HOMO and LUMO in eV: 9.69
Relative energy (zero: lowest compared OMol25 entry of this formula, charge and spin) in eV: 0.251
E_LUMO in eV: 0.01
Electronic energy in hartree: -1101.6520
Multiplicity: 1



# 5
This record from the OMol25 dataset describes one molecule with the formula C4H4O3. The level of theory is ωB97M-V/def2-TZVPD.

```
11
Properties=species:S:1:pos:R:3
C 1.427 0.006 0.184
C 0.203 0.653 0.791
O 0.202 1.579 1.561
C -1.181 0.037 0.357
O -2.170 0.055 1.045
C -1.232 -0.497 -1.072
O -0.653 0.105 -1.943
H 1.624 -0.956 0.675
H 2.313 0.639 0.271
H 1.230 -0.188 -0.869
H -1.820 -1.413 -1.260
```

Gap between HOMO and LUMO in eV: 8.68
Relative energy (zero: lowest compared OMol25 entry of this formula, charge and spin) in eV: 1.505
E_LUMO in eV: -1.11
Electronic energy in hartree: -380.4917
Multiplicity: 1



# 6
This record from the OMol25 dataset describes C4H4O3 as an isolated structure at a distorted geometry. The level of theory is ωB97M-V/def2-TZVPD.

```
11
Properties=species:S:1:pos:R:3
C -0.499 0.252 0.487
C -0.465 -0.159 -0.900
C 1.075 0.437 -1.006
C 1.009 0.479 0.555
H -1.819 -0.499 1.972
H -1.061 1.301 0.476
H -1.254 0.104 -1.665
H -0.022 -1.441 -0.830
O -0.855 -0.761 1.321
O 1.959 0.377 -1.759
O 1.932 -0.091 1.349
```

Gap between HOMO and LUMO in eV: 8.49
Relative energy (zero: lowest compared OMol25 entry of this formula, charge and spin) in eV: 5.101
E_LUMO in eV: -0.97
Electronic energy in hartree: -380.3596
Multiplicity: 1



# 7
This record from the OMol25 dataset describes one molecule with the formula C4H4O3. The level of theory is ωB97M-V/def2-TZVPD.

```
11
Properties=species:S:1:pos:R:3
O 2.112 -1.341 0.037
C 1.084 -0.875 0.444
C 0.074 -0.012 -0.278
C -1.200 -0.708 -0.655
O -1.416 -1.855 -0.351
C 0.050 1.345 0.275
O 0.415 1.099 -1.077
H 0.749 -0.965 1.498
H -1.915 -0.093 -1.240
H -0.892 1.839 0.500
H 0.891 1.620 0.916
```

Gap between HOMO and LUMO in eV: 10.48
Relative energy (zero: lowest compared OMol25 entry of this formula, charge and spin) in eV: 2.548
E_LUMO in eV: 0.32
Electronic energy in hartree: -380.4534
Multiplicity: 1



# 8
This record from the OMol25 dataset describes C4H4O3 as an isolated structure. The level of theory is ωB97M-V/def2-TZVPD.

```
11
Properties=species:S:1:pos:R:3
O 0.001 1.925 -1.404
C 0.320 1.005 -0.723
O -1.233 -0.660 -0.275
C -1.428 -0.334 1.092
C -0.247 0.138 0.403
C 1.433 -0.068 -0.683
O 0.992 -0.450 0.629
H -1.233 -1.204 1.715
H -2.266 0.300 1.359
H 2.475 0.236 -0.746
H 1.186 -0.887 -1.366
```

Gap between HOMO and LUMO in eV: 11.16
Relative energy (zero: lowest compared OMol25 entry of this formula, charge and spin) in eV: 3.158
E_LUMO in eV: 0.80
Electronic energy in hartree: -380.4310
Multiplicity: 1



# 9
This record from the OMol25 dataset describes a 2-piece molecular cluster, C4H4O3 overall at a distorted geometry. The level of theory is ωB97M-V/def2-TZVPD.

```
11
Properties=species:S:1:pos:R:3
O -1.671 2.843 -2.120
C -1.477 3.045 -1.020
O -1.278 0.183 -0.638
C -0.827 0.043 0.474
C 0.265 -0.951 0.792
C 1.382 -1.102 -0.135
O 1.528 -0.355 1.071
H -0.033 -1.769 1.452
H -1.207 0.626 1.341
H 1.388 -0.522 -1.058
H 1.929 -2.042 -0.159
```

Gap between HOMO and LUMO in eV: 10.80
Relative energy (zero: lowest compared OMol25 entry of this formula, charge and spin) in eV: 2.320
E_LUMO in eV: 0.64
Electronic energy in hartree: -380.4618
Multiplicity: 1



# 10
This record from the OMol25 dataset describes one molecule with the formula C4H4O3S at a distorted geometry. The level of theory is ωB97M-V/def2-TZVPD.

```
12
Properties=species:S:1:pos:R:3
O 0.790 -1.987 -0.838
C 1.172 -0.844 -0.799
S 1.911 0.052 -2.002
C 0.691 -0.219 0.479
O -0.312 -1.008 0.924
C -1.529 -0.340 0.543
C -1.301 1.046 0.485
O 0.126 1.155 0.344
H 1.291 1.228 -1.485
H 1.633 -0.296 1.117
H -2.535 -0.723 0.743
H -1.937 1.936 0.489
```

Gap between HOMO and LUMO in eV: 9.36
Relative energy (zero: lowest compared OMol25 entry of this formula, charge and spin) in eV: 3.517
E_LUMO in eV: 0.65
Electronic energy in hartree: -778.6150
Multiplicity: 1



# 11
This record from the OMol25 dataset describes an isolated ion of composition C4H4O4 and charge -2 at a distorted geometry. The level of theory is ωB97M-V/def2-TZVPD.

```
12
Properties=species:S:1:pos:R:3
O 2.707 1.295 -0.132
C 1.879 0.521 0.396
O 2.107 -0.467 1.145
C 0.342 0.695 -0.025
C -0.370 -0.687 -0.135
C -1.892 -0.488 -0.222
O -2.550 -1.224 -1.044
O -2.479 0.310 0.553
H -0.135 1.288 0.756
H 0.383 1.212 -0.981
H -0.041 -1.281 0.706
H 0.049 -1.174 -1.018
```

Gap between HOMO and LUMO in eV: 7.41
Relative energy (zero: lowest compared OMol25 entry of this formula, charge and spin) in eV: 0.179
E_LUMO in eV: 7.00
Electronic energy in hartree: -455.8045
Charge: -2
Multiplicity: 1



# 12
This record from the OMol25 dataset describes C4H4O5Sn as an isolated structure at a distorted geometry. The level of theory is ωB97M-V/def2-TZVPD.

```
14
Properties=species:S:1:pos:R:3
O -1.333 1.686 1.709
C -1.230 1.878 3.074
O -1.474 2.953 3.621
O -0.704 0.832 3.652
H 0.116 -2.187 -2.429
O -0.675 -1.140 -0.834
C 0.056 -1.148 -2.094
C 1.400 -0.546 -1.698
O 1.228 -0.305 -0.272
C 0.007 -0.553 0.104
H -0.507 -0.548 -2.815
H 1.618 0.412 -2.180
H 2.244 -1.233 -1.812
Sn -0.746 -0.101 1.974
```

Gap between HOMO and LUMO (alpha / beta) in eV: 6.60 / 6.60
Relative energy (zero: lowest compared OMol25 entry of this formula, charge and spin) in eV: 3.407
E_LUMO (alpha / beta) in eV: -0.72 / -0.73
Electronic energy in hartree: -745.1995
Multiplicity: 1



# 13
This record from the OMol25 dataset describes C4H4ORb as an isolated structure at a distorted geometry. The level of theory is ωB97M-V/def2-TZVPD.

```
10
Properties=species:S:1:pos:R:3
C 0.253 3.004 -0.103
C 0.756 1.847 -0.040
H 1.796 1.512 0.023
H -0.629 3.633 -0.109
C -0.234 -0.096 -0.015
C 0.405 -1.289 0.037
O -0.139 -2.466 0.124
Rb -2.408 -4.963 0.042
H -1.313 0.079 -0.019
H 1.513 -1.261 0.060
```

Gap between HOMO and LUMO (alpha / beta) in eV: 4.35 / 4.04
Relative energy (zero: lowest compared OMol25 entry of this formula, charge and spin) in eV: 1.861
⟨S²⟩: 0.800
E_LUMO (alpha / beta) in eV: -1.51 / -1.51
Electronic energy in hartree: -253.8827
Multiplicity: 2



# 14
This record from the OMol25 dataset describes one molecule with the formula C4H4OS at a distorted geometry. The level of theory is ωB97M-V/def2-TZVPD.

```
10
Properties=species:S:1:pos:R:3
C 1.583 0.200 0.134
C 0.172 0.258 -0.413
O -0.116 0.838 -1.405
C -0.945 -0.342 0.400
C -2.121 -0.397 -0.122
S -3.632 -0.435 -0.696
H 2.012 1.249 0.421
H 1.521 -0.468 0.936
H 2.282 -0.241 -0.686
H -0.755 -0.663 1.432
```

Gap between HOMO and LUMO in eV: 8.48
Relative energy (zero: lowest compared OMol25 entry of this formula, charge and spin) in eV: 1.512
E_LUMO in eV: -0.61
Electronic energy in hartree: -628.1794
Multiplicity: 1



# 15
This record from the OMol25 dataset describes one molecule with the formula C4H4OS2 at a distorted geometry. The level of theory is ωB97M-V/def2-TZVPD.

```
11
Properties=species:S:1:pos:R:3
S -2.381 -0.394 0.081
C -0.735 -0.126 -0.075
S 0.060 1.551 -0.022
C 1.769 0.878 -0.031
C 1.497 -0.554 0.525
O 1.532 -1.867 -0.037
C 0.491 -0.969 -0.456
H 2.238 0.870 -1.080
H 2.483 1.484 0.467
H 1.398 -0.626 1.701
H 0.622 -0.674 -1.508
```

Gap between HOMO and LUMO in eV: 8.33
Relative energy (zero: lowest compared OMol25 entry of this formula, charge and spin) in eV: 4.363
E_LUMO in eV: -0.56
Electronic energy in hartree: -1026.2542
Multiplicity: 1



# 16
This record from the OMol25 dataset describes one molecule with the formula C4H4OS2 at a distorted geometry. The level of theory is ωB97M-V/def2-TZVPD.

```
11
Properties=species:S:1:pos:R:3
C 0.802 -0.552 -0.498
C 0.998 0.781 0.067
C -0.613 -1.015 -0.431
C -0.983 1.001 0.596
O -1.522 -0.140 0.117
S 0.510 -1.887 0.714
S -0.115 2.055 -0.537
H 1.398 -0.846 -1.355
H 1.662 1.000 0.883
H -1.050 -1.643 -1.195
H -1.088 1.245 1.639
```

Gap between HOMO and LUMO in eV: 9.16
Relative energy (zero: lowest compared OMol25 entry of this formula, charge and spin) in eV: 2.719
E_LUMO in eV: 0.64
Electronic energy in hartree: -1026.3146
Multiplicity: 1



# 17
This record from the OMol25 dataset describes one molecule with the formula C4H4OS3 at a distorted geometry. The level of theory is ωB97M-V/def2-TZVPD.

```
12
Properties=species:S:1:pos:R:3
O -1.291 0.665 1.445
C -0.414 -0.146 0.712
C -1.065 -1.088 -0.284
S -2.556 -0.902 -0.894
C 0.583 0.760 -0.115
S 0.099 2.205 -0.731
C 1.936 0.264 -0.557
S 2.522 -1.188 -0.217
H -2.017 0.998 0.922
H 0.074 -0.680 1.520
H -0.399 -1.874 -0.691
H 2.529 0.986 -1.110
```

Gap between HOMO and LUMO in eV: 7.05
Relative energy (zero: lowest compared OMol25 entry of this formula, charge and spin) in eV: 1.813
E_LUMO in eV: -2.24
Electronic energy in hartree: -1424.5375
Multiplicity: 1